Below is a structure of composition C25H50BrN5O6SSi2, with properties calculated with ωB97M-V with the def2-TZVPD basis set.

Geometry (Å):
C (9.32832, 1.72378, 2.15085)
C (8.22980, 2.70507, 1.81101)
O (8.44475, 3.75725, 1.22750)
N (6.97262, 2.36124, 2.24648)
C (5.81496, 2.90517, 1.53314)
C (5.25905, 4.21270, 2.12535)
C (3.72807, 4.25544, 2.24991)
C (3.17673, 3.87375, 3.64560)
Si (2.40282, 2.18704, 3.84728)
C (3.60816, 0.83540, 4.33344)
C (2.98699, -0.57895, 4.24948)
C (3.90206, -1.67364, 3.69940)
S (4.47803, -1.34936, 2.04967)
O (3.56602, -0.50681, 1.32990)
O (5.87939, -1.01922, 2.11217)
O (4.32460, -2.83241, 1.47190)
O (1.62845, 1.70303, 2.45634)
Si (0.37141, 2.37635, 1.66633)
O (-0.34654, 1.27127, 0.70912)
Br (-1.14075, 3.14465, 3.09203)
H (8.99012, 0.68797, 2.08056)
H (9.67849, 1.90481, 3.17071)
H (10.16221, 1.90071, 1.47153)
H (6.89666, 1.37167, 2.43502)
H (5.04423, 2.12661, 1.52277)
H (6.10550, 3.08611, 0.49294)
H (5.72256, 4.36165, 3.10710)
H (5.59547, 5.04449, 1.50220)
H (3.30049, 3.60419, 1.47771)
H (3.38745, 5.26987, 2.02791)
H (2.42481, 4.60470, 3.95821)
H (3.98531, 3.91127, 4.38755)
H (1.43610, 2.24213, 4.96928)
H (3.86434, 1.05754, 5.37700)
H (4.54682, 0.89773, 3.77051)
H (2.75193, -0.92190, 5.26371)
H (2.03811, -0.57337, 3.70580)
H (3.38598, -2.63356, 3.67371)
H (4.81226, -1.76295, 4.29703)
H (4.27175, -2.76685, 0.50193)
H (0.86443, 3.47710, 0.83626)
H (-1.19235, 0.94016, 1.04302)
C (-3.80425, -3.00775, -1.00444)
C (-3.45872, -1.70652, -1.71774)
C (-2.50166, -0.82688, -0.90434)
C (-3.08885, -0.39654, 0.36522)
N (-3.55221, -0.04743, 1.35776)
H (-4.31906, -2.81792, -0.06105)
H (-4.45906, -3.62971, -1.61321)
H (-2.90596, -3.58831, -0.78355)
H (-4.36854, -1.14913, -1.94291)
H (-2.97555, -1.91158, -2.67358)
H (-2.21872, 0.06013, -1.47299)
H (-1.57682, -1.36669, -0.69069)
C (-2.72249, -2.83842, 3.16432)
C (-2.75243, -4.12097, 3.98470)
C (-2.44156, -5.36491, 3.14401)
C (-3.43400, -5.57313, 2.08943)
N (-4.20759, -5.70395, 1.25154)
H (-3.47334, -2.85388, 2.37461)
H (-2.92363, -1.96816, 3.78693)
H (-1.74564, -2.69468, 2.69595)
H (-3.72975, -4.24092, 4.45520)
H (-2.01678, -4.06936, 4.78969)
H (-2.40951, -6.26001, 3.76698)
H (-1.46148, -5.26490, 2.67300)
C (-4.78928, 1.93351, -3.07341)
C (-3.94859, 2.88773, -3.91043)
C (-3.09479, 2.16814, -4.96118)
C (-2.13534, 1.23741, -4.36920)
N (-1.39618, 0.49754, -3.89534)
H (-4.16166, 1.25576, -2.49352)
H (-5.40813, 2.49526, -2.37350)
H (-5.44295, 1.32784, -3.69797)
H (-3.30331, 3.48494, -3.26346)
H (-4.59404, 3.58726, -4.44467)
H (-2.54562, 2.88914, -5.56882)
H (-3.73886, 1.59812, -5.63464)
C (-6.38298, -2.46780, -7.94647)
C (-5.29892, -1.40840, -8.09647)
C (-4.22021, -1.50817, -7.01190)
C (-4.76506, -1.28671, -5.67280)
N (-5.19970, -1.12030, -4.62320)
H (-6.90912, -2.36232, -6.99680)
H (-7.11784, -2.38374, -8.74634)
H (-5.95708, -3.47191, -7.98633)
H (-5.74426, -0.41208, -8.07023)
H (-4.80748, -1.51055, -9.06529)
H (-3.42756, -0.77726, -7.18355)
H (-3.75101, -2.49362, -7.02872)

Output
- Kohn-Sham gap (eV) = 9.559
- highest occupied orbital energy (eV) = -9.41
- electronic energy (eV) = -143110.104



Below is the molecule C4H8NO2P at a distorted geometry, with properties calculated with ωB97M-V with the def2-TZVPD basis set.

Geometry (Å):
C (0.42391, 1.37421, -0.50622)
C (0.52729, 0.03666, 0.07946)
C (1.52115, -0.21826, 1.17910)
C (0.11300, -1.09297, -0.83507)
N (-0.49019, 0.94435, 0.50836)
O (-3.88547, -0.59193, -0.49249)
O (-1.87880, 0.78612, -0.36034)
P (-2.85536, -0.26984, 0.48759)
H (1.23526, 2.12803, -0.18332)
H (-0.12020, 1.49330, -1.35034)
H (1.13748, -0.99359, 1.87193)
H (1.71816, 0.60049, 1.96245)
H (2.55328, -0.31422, 0.69826)
H (-0.57713, -1.71136, -0.31703)
H (1.03758, -1.59270, -0.98168)
H (-0.45995, -0.57829, -1.76065)

Output
- Kohn-Sham gap (eV) = 9.934
- highest occupied orbital energy (eV) = -9.97
- electronic energy (eV) = -19148.632
- SMILES = CC1(C)CN1OP=O
- energy above the lowest of the compared OMol25 structures with the same formula, charge and spin (eV) = 3.482



Below is a structure of composition C25H74BGaO14P at a distorted geometry, with properties calculated with ωB97M-V with the def2-TZVPD basis set.

Geometry (Å):
C (-1.31357, 1.81835, -0.61111)
C (-0.34116, 0.55041, -0.97441)
C (-0.29413, 0.13497, -2.55820)
C (-1.60891, 0.56740, -3.43559)
Ga (-3.27995, -0.62606, -3.15504)
C (-3.46623, -1.43340, -1.26141)
P (-3.70055, -3.36126, -1.37254)
O (-4.59042, -3.72758, -2.62666)
O (-4.38975, -3.84454, 0.16773)
O (-2.12830, -4.17502, -1.47123)
B (-5.08134, 0.42220, -3.50870)
O (-6.32227, -0.26460, -3.08932)
O (-5.13715, 1.75413, -4.14219)
C (-4.72411, 2.82918, -3.22380)
C (-5.56459, 4.24109, -3.48439)
H (-1.43295, 1.81466, 0.57682)
H (-0.79913, 2.86819, -0.85241)
H (-2.40684, 1.74351, -1.03524)
H (0.76696, 0.88874, -0.68683)
H (-0.58013, -0.35300, -0.24198)
H (0.65770, 0.58445, -3.11710)
H (-0.18165, -1.02846, -2.62071)
H (-1.30021, 0.43352, -4.58110)
H (-1.88303, 1.72547, -3.33969)
H (-3.30454, -1.86026, -4.21733)
H (-4.40292, -0.99906, -0.66231)
H (-2.52683, -1.27229, -0.58273)
H (-3.66067, -3.82150, 0.87260)
H (-2.11153, -4.84674, -0.70957)
H (-7.03162, 0.44569, -3.00064)
H (-4.74984, 2.51453, -2.07911)
H (-3.58566, 3.08380, -3.47609)
H (-5.02856, 5.07211, -2.83432)
H (-5.44216, 4.52529, -4.62880)
H (-6.68592, 4.18600, -3.15331)
C (1.09091, -2.33765, -6.27806)
C (1.13715, -2.67735, -4.80269)
O (-0.17210, -2.63785, -4.25456)
H (0.65997, -1.34266, -6.43045)
H (2.09330, -2.35922, -6.71486)
H (0.45514, -3.04620, -6.81896)
H (1.75548, -1.95419, -4.26258)
H (1.55483, -3.67603, -4.64284)
H (-0.71097, -3.28938, -4.73534)
C (-8.25284, 5.82170, -7.45893)
C (-7.45081, 5.47820, -6.22078)
O (-6.33500, 6.34912, -6.10852)
H (-7.63069, 5.73731, -8.35602)
H (-9.11443, 5.15616, -7.56260)
H (-8.60936, 6.85599, -7.41492)
H (-7.07799, 4.45125, -6.27891)
H (-8.06236, 5.57279, -5.31833)
H (-6.67708, 7.25768, -6.04914)
C (1.80575, -2.50441, 1.96205)
C (1.57697, -1.01758, 1.78529)
O (0.18519, -0.74641, 1.71082)
H (1.36796, -3.06285, 1.12812)
H (2.87429, -2.73083, 2.01663)
H (1.32170, -2.86491, 2.87558)
H (2.04342, -0.66581, 0.86026)
H (2.00047, -0.45321, 2.62166)
H (-0.21837, -1.05488, 2.54028)
C (5.58884, -2.66674, 4.84988)
C (5.36006, -1.17990, 4.67312)
O (3.96827, -0.90874, 4.59865)
H (5.15105, -3.22518, 4.01595)
H (6.65738, -2.89316, 4.90446)
H (5.10478, -3.02723, 5.76341)
H (5.82651, -0.82814, 3.74809)
H (5.78356, -0.61554, 5.50949)
H (3.56472, -1.21721, 5.42811)
C (4.42799, 3.45764, 5.71521)
C (5.91143, 3.38180, 5.41871)
O (6.28638, 2.03683, 5.16064)
H (4.17614, 2.83491, 6.57992)
H (4.12354, 4.48770, 5.92095)
H (3.84414, 3.07947, 4.86969)
H (6.49161, 3.73992, 6.27436)
H (6.16915, 3.99159, 4.54744)
H (5.77176, 1.73096, 4.39408)
C (-3.50734, 3.70382, -6.71329)
C (-2.09694, 3.15192, -6.73446)
O (-1.89648, 2.29028, -5.62382)
H (-3.69115, 4.25437, -5.78481)
H (-3.67671, 4.37391, -7.56082)
H (-4.24144, 2.89245, -6.75294)
H (-1.36696, 3.96449, -6.67245)
H (-1.90956, 2.58906, -7.65395)
H (-2.54393, 1.56774, -5.69274)
C (7.99774, -6.37544, 6.97168)
C (7.33815, -5.16839, 6.33746)
O (6.61611, -4.43876, 7.31851)
H (7.24738, -7.02580, 7.43314)
H (8.55488, -6.95144, 6.22746)
H (8.68499, -6.06824, 7.76673)
H (6.63599, -5.48087, 5.55879)
H (8.08299, -4.50658, 5.88515)
H (7.24996, -4.15873, 8.00103)
C (6.59315, 6.57174, 9.82198)
C (5.60826, 6.24728, 8.71791)
O (6.27819, 5.60420, 7.64377)
H (7.39129, 7.22086, 9.44705)
H (6.09317, 7.07222, 10.65599)
H (7.07240, 5.66020, 10.19376)
H (5.14805, 7.16272, 8.33427)
H (4.81422, 5.58804, 9.08160)
H (6.67629, 4.78836, 7.99298)
C (-4.37839, -8.75105, -1.38006)
C (-4.06200, -7.61802, -0.42590)
O (-3.27322, -6.63681, -1.08255)
H (-3.45629, -9.21056, -1.75092)
H (-4.98233, -9.51843, -0.88771)
H (-4.92337, -8.38042, -2.25438)
H (-3.49838, -7.98896, 0.43534)
H (-4.97864, -7.14498, -0.06072)
H (-3.78595, -6.30783, -1.84077)

Output
- Kohn-Sham gap (eV) = 5.688
- total charge = -1
- highest occupied orbital energy (eV) = -3.96
- electronic energy (eV) = -118128.843



Below is the molecule C9H12NOPS at a distorted geometry, with properties calculated with ωB97M-V with the def2-TZVPD basis set.

Geometry (Å):
C (1.64328, -3.16677, 1.18012)
C (1.56063, -2.62248, -0.10814)
C (1.15566, -2.39048, 2.27590)
C (0.98025, -1.34176, -0.29811)
C (0.48850, -1.20844, 2.07756)
C (0.52752, -0.60687, 0.81234)
C (-0.66671, 2.20790, -1.62023)
C (0.80514, 2.37171, -1.21299)
C (-2.47962, 0.68432, -0.92289)
N (-1.06862, 0.96179, -0.97238)
O (0.85893, 2.00820, 0.23044)
P (-0.32394, 0.97707, 0.59947)
S (-1.60200, 1.70684, 2.15099)
H (1.90000, -4.21924, 1.51334)
H (1.99688, -3.14895, -0.96316)
H (1.19107, -2.86348, 3.23992)
H (0.91284, -0.96009, -1.34936)
H (0.34504, -0.61715, 2.97191)
H (-1.28070, 3.11665, -1.29313)
H (-0.71313, 2.07623, -2.64700)
H (1.56920, 1.85348, -1.82424)
H (0.87991, 3.41274, -1.17459)
H (-3.00110, 1.33281, -0.24951)
H (-2.93498, 0.75189, -2.00542)
H (-2.74404, -0.31593, -0.41084)

Output
- Kohn-Sham gap (eV) = 8.727
- highest occupied orbital energy (eV) = -8.36
- electronic energy (eV) = -33189.130
- SMILES = CN1CCO[P@]1(=S)c1ccccc1
- energy above the lowest of the compared OMol25 structures with the same formula, charge and spin (eV) = 0.663



Below is a structure of composition C5H8N2 at a distorted geometry, with properties calculated with ωB97M-V with the def2-TZVPD basis set.

Geometry (Å):
C (-0.38224, 1.86886, -0.18102)
C (0.15749, -0.86410, -0.04068)
C (-0.46907, 0.42034, 0.18165)
C (0.26961, -2.19104, 0.16872)
C (-1.71038, -0.24068, 0.15829)
N (1.45786, -0.00584, 0.08836)
N (2.49276, 0.61094, -0.13290)
H (3.25493, -0.03225, -0.44334)
H (0.21609, 2.04660, -1.07881)
H (0.06862, 2.41954, 0.65037)
H (-1.36613, 2.30232, -0.37250)
H (1.20286, -2.71649, 0.01560)
H (-0.51933, -2.71789, 0.68606)
H (-2.57611, 0.27627, -0.23598)
H (-2.09695, -1.17655, 0.53617)

Output
- Kohn-Sham gap (alpha / beta) (eV) = 7.155 / 7.051
- highest occupied orbital energy (alpha / beta) (eV) = -7.35 / -6.92
- electronic energy (eV) = -8285.867
- energy above the lowest of the compared OMol25 structures with the same formula, charge and spin (eV) = 9.129



Below is the molecule C5H7N at a distorted geometry, with properties calculated with ωB97M-V with the def2-TZVPD basis set.

Geometry (Å):
C (-1.19407, 0.12647, 0.39212)
C (0.24909, 0.55636, 0.07312)
C (0.67732, 1.75833, -0.25442)
C (1.18739, -0.50396, 0.11056)
C (2.09641, -1.32876, -0.00671)
H (-1.20972, -1.10854, -1.38541)
H (-1.53173, -2.09303, 0.18700)
H (-1.25101, 0.05883, 1.52567)
H (-1.88341, 1.01200, 0.03777)
H (1.78692, 2.01281, -0.23611)
H (0.04150, 2.70313, -0.19285)
H (2.75199, -2.15292, 0.06721)
N (-1.72069, -1.04073, -0.31797)

Output
- Kohn-Sham gap (eV) = 10.049
- highest occupied orbital energy (eV) = -9.15
- electronic energy (eV) = -6784.527
- SMILES = C#CC(=C)CN
- energy above the lowest of the compared OMol25 structures with the same formula, charge and spin (eV) = 3.986